{"formula": "C3H4OS", "method": "the ωB97M-V functional and the def2-TZVPD basis", "e_tot_ev": -16052.8632, "homo_lumo_gap_ha": [0.2485, 0.2485], "mol_weight_da": 88.131, "multiplicity": 1, "e_homo_ev": [-8.400, -8.399], "species": ["C", "C", "C", "O", "S", "H", "H", "H", "H"], "positions_angstrom": [[1.065, -0.276, -1.208], [1.234, -0.662, -2.339], [0.474, 0.345, -0.010], [-2.020, -0.161, 2.050], [-0.412, -0.332, 2.405], [-2.184, 0.799, 1.821], [1.433, -1.185, -3.323], [1.011, 1.177, 0.562], [-0.602, 0.296, 0.041]], "lowdin_charge": [-0.192, 0.094, -0.100, -0.604, 0.635, 0.050, 0.068, 0.064, -0.014]}